Computed, not measured: a cluster of 12 separate species, C18H56O14S2 in total in a non-equilibrium geometry, with ωB97M-V/def2-TZVPD.

Values from the calculation:
E = -69904.648 eV

Geometry as ORCA input:
```
! wB97M-V def2-TZVPD RIJCOSX def2/J DEFGRID3
* xyz 0 1
O -1.001 -4.734 -3.745
S -0.410 -3.603 -2.998
O -0.592 -2.286 -3.573
C -1.003 -3.721 -1.296
C 0.273 -4.041 -0.464
C 1.505 -3.529 -1.183
C 1.335 -3.842 -2.641
H -1.766 -4.493 -1.249
H -1.400 -2.747 -1.016
H 0.132 -3.484 0.489
H 0.400 -5.080 -0.227
H 2.379 -4.090 -0.878
H 1.663 -2.427 -1.050
H 1.593 -4.914 -2.833
H 1.923 -3.206 -3.320
O -2.162 0.164 4.292
S -0.760 -0.137 4.140
O 0.115 0.574 3.230
C 0.072 -0.144 5.746
C -0.705 -1.336 6.386
C -0.723 -2.422 5.305
C -0.643 -1.863 3.880
H -0.097 0.832 6.182
H 1.126 -0.394 5.615
H -0.176 -1.737 7.257
H -1.710 -0.982 6.688
H -1.619 -3.000 5.365
H 0.095 -3.144 5.561
H -1.508 -2.197 3.252
H 0.340 -1.970 3.344
C 0.190 4.302 1.399
O 0.815 5.370 0.641
H -0.615 3.735 0.887
H 0.880 3.533 1.738
H -0.329 4.720 2.237
H 0.036 5.723 0.169
C 4.535 0.282 -1.762
O 3.554 -0.774 -1.580
H 4.984 0.480 -0.787
H 5.374 0.001 -2.444
H 4.015 1.159 -2.124
H 3.077 -0.974 -2.405
C -2.933 -0.099 -2.592
O -1.528 0.019 -2.664
H -3.202 -0.339 -1.539
H -3.444 0.759 -2.942
H -3.286 -0.955 -3.200
H -1.177 -0.717 -3.183
C 2.557 -0.541 -5.269
O 1.996 -0.796 -3.967
H 2.824 0.498 -5.317
H 3.483 -1.085 -5.473
H 1.848 -0.760 -6.051
H 1.024 -0.773 -4.037
C -4.061 3.262 1.707
O -3.464 3.867 0.594
H -3.903 3.833 2.656
H -5.152 3.317 1.550
H -3.761 2.259 2.016
H -2.757 3.402 0.209
C 2.786 -0.958 1.879
O 2.173 -2.198 2.344
H 3.743 -0.892 2.376
H 2.977 -0.791 0.849
H 2.106 -0.173 2.268
H 2.766 -2.910 2.219
C -1.568 3.367 -2.663
O -1.425 3.142 -1.264
H -1.670 4.444 -2.805
H -0.704 3.009 -3.263
H -2.502 2.883 -2.998
H -1.148 2.220 -1.050
C 2.939 4.286 -2.337
O 2.009 3.549 -1.627
H 2.438 5.197 -2.693
H 3.872 4.610 -1.829
H 3.296 3.793 -3.262
H 1.589 4.148 -0.961
C 0.345 0.119 -0.166
O -0.941 0.430 0.403
H 0.327 -0.154 -1.205
H 0.983 0.993 -0.022
H 0.847 -0.685 0.398
H -0.738 0.789 1.257
C -4.182 -1.133 0.979
O -2.901 -1.786 0.771
H -4.819 -1.891 1.416
H -4.121 -0.277 1.656
H -4.512 -0.775 0.010
H -2.222 -1.108 0.593
*
```